(1)
Density functional theory data (ωB97M-V/def2-TZVPD) for 2 unconnected molecules or ions with the total composition C24H41F2Si4 in a non-equilibrium geometry.

XYZ file:
```
71
Properties=species:S:1:pos:R:3
C -2.5739 -3.9974 -0.6798
Si -2.7402 -2.2431 0.0329
C -4.0920 -1.3024 -0.8755
C -3.0402 -2.2973 1.8879
Si -0.6264 -1.4708 -0.5065
H -0.3348 0.5576 0.2507
Si 1.0740 -2.5831 0.6638
C 0.8982 -4.3404 -0.0543
C 2.7372 -1.8015 0.2566
C 0.6860 -2.5298 2.5115
Si -0.2789 -1.2972 -2.8138
C -0.2934 -3.1445 -3.2661
C -1.7159 -0.4022 -3.6579
C 1.3736 -0.4570 -3.1458
H -3.5190 -4.5315 -0.5172
H -2.3806 -4.0104 -1.7588
H -1.7841 -4.5884 -0.2025
H -5.0839 -1.6312 -0.5324
H -4.0430 -0.2176 -0.7027
H -4.0739 -1.4546 -1.9637
H -4.0755 -2.6025 2.0993
H -2.3924 -3.0117 2.4146
H -2.8969 -1.3197 2.3705
H 1.6730 -4.9789 0.3923
H -0.0692 -4.8012 0.1806
H 1.0288 -4.3776 -1.1435
H 3.5292 -2.2323 0.8857
H 3.0380 -1.9580 -0.7887
H 2.7403 -0.7167 0.4372
H 1.5345 -2.9215 3.0889
H 0.4962 -1.5099 2.8750
H -0.1876 -3.1380 2.7813
H -0.1106 -3.2394 -4.3449
H 0.4821 -3.7221 -2.7480
H -1.2574 -3.6270 -3.0646
H -1.5203 -0.3085 -4.7354
H -2.6678 -0.9404 -3.5558
H -1.8874 0.6151 -3.2840
H 1.5386 -0.3473 -4.2255
H 1.4279 0.5514 -2.7154
H 2.2265 -1.0205 -2.7484
C 1.5373 5.3463 -3.4586
C 0.9832 4.4318 -2.4242
C 1.3439 4.6300 -1.1010
F 2.0793 5.7503 -0.8101
C 0.9388 3.7787 -0.0896
C 0.1543 2.6410 -0.3933
C -0.3384 1.5655 0.6112
C 0.3394 1.6812 1.9920
C 1.6847 2.0711 2.2103
C 2.1264 2.2918 3.5103
F 3.3804 2.8324 3.7237
C 1.3014 2.0905 4.6187
C 1.8073 2.3752 5.9949
C 0.0461 1.5332 4.3988
C -0.3982 1.3404 3.1105
C -0.2322 2.4816 -1.7167
C 0.1732 3.3391 -2.7289
H 1.0372 5.2195 -4.4261
H 1.4305 6.4126 -3.1989
H 2.6165 5.2063 -3.6657
H 1.3024 4.0157 0.9086
H -1.4226 1.6711 0.7221
H 2.3933 2.2421 1.3954
H 1.1548 1.9349 6.7582
H 2.8208 2.0039 6.2299
H 1.8206 3.4511 6.2281
H -0.5649 1.3145 5.2615
H -1.3472 0.8618 2.9602
H -0.8160 1.6187 -1.9737
H -0.1913 3.2171 -3.7453
```

Properties
* calculated total energy: -62494.026 eV
* multiplicity: 1
* E_HOMO: -11.45 eV
* molar mass: 479.93 g/mol
* Kohn-Sham gap: 0.2345 hartree
* lowest unoccupied orbital energy: -5.07 eV
* net charge: +1

Taken from the Mulliken analysis, the atomic charges in e are: atom 1 (C): -0.98, atom 2 (Si): 0.29, atom 3 (C): -1.07, atom 4 (C): -0.97, atom 5 (Si): -0.01, atom 6 (H): -2.23, atom 7 (Si): 0.54, atom 8 (C): -1.07, atom 9 (C): -0.98, atom 10 (C): -0.88, atom 11 (Si): 0.61, atom 12 (C): -1.12, atom 13 (C): -1.17, atom 14 (C): -0.93, atom 15 (H): 0.45, atom 16 (H): 0.22, atom 17 (H): 0.21, atom 18 (H): 0.40, atom 19 (H): 0.36, atom 20 (H): 0.30, atom 21 (H): 0.41, atom 22 (H): 0.31, atom 23 (H): 0.26, atom 24 (H): 0.43, atom 25 (H): 0.28, atom 26 (H): 0.29, atom 27 (H): 0.41, atom 28 (H): 0.31, atom 29 (H): 0.27, atom 30 (H): 0.42, atom 31 (H): 0.17, atom 32 (H): 0.30, atom 33 (H): 0.43, atom 34 (H): 0.21, atom 35 (H): 0.32, atom 36 (H): 0.44, atom 37 (H): 0.34, atom 38 (H): 0.45, atom 39 (H): 0.42, atom 40 (H): 0.20, atom 41 (H): 0.32, atom 42 (C): -1.61, atom 43 (C): 0.73, atom 44 (C): 0.13, atom 45 (F): -0.35, atom 46 (C): -0.62, atom 47 (C): 0.06, atom 48 (C): 1.50, atom 49 (C): 0.93, atom 50 (C): -0.79, atom 51 (C): 0.10, atom 52 (F): -0.36, atom 53 (C): 0.78, atom 54 (C): -1.48, atom 55 (C): -0.93, atom 56 (C): -0.61, atom 57 (C): -0.36, atom 58 (C): -0.73, atom 59 (H): 0.37, atom 60 (H): 0.36, atom 61 (H): 0.30, atom 62 (H): 0.72, atom 63 (H): 0.71, atom 64 (H): 0.85, atom 65 (H): 0.38, atom 66 (H): 0.33, atom 67 (H): 0.30, atom 68 (H): 0.37, atom 69 (H): 0.33, atom 70 (H): 0.31, atom 71 (H): 0.36

=====

(2)
Density functional theory data (ωB97M-V/def2-TZVPD) for a molecular structure, C24H41F3LuO3P2S in a non-equilibrium geometry.

XYZ file:
```
75
Properties=species:S:1:pos:R:3
Lu 0.5920 -0.5973 2.5097
C -1.5770 -1.0404 3.6882
C -1.2472 -2.2147 2.9435
C 0.4892 -1.8426 4.4534
C -0.5138 -0.8078 4.6288
C 0.0337 -2.7115 3.3932
C -2.8501 -0.2623 3.5861
H -3.2303 -0.2137 2.5551
H -2.7096 0.7784 3.8982
H -3.6810 -0.6644 4.2026
C -0.5121 0.2583 5.6631
H -1.3172 0.9906 5.4989
H 0.4285 0.8089 5.6757
H -0.6569 -0.1685 6.6659
C 1.7921 -1.8916 5.1667
H 1.6785 -2.3073 6.1800
H 2.2337 -0.8908 5.3103
H 2.5114 -2.5337 4.6404
C 0.8192 -3.7845 2.7145
H 0.7779 -4.7257 3.2795
H 1.8826 -3.5214 2.6255
H 0.4333 -4.0089 1.7066
C -2.0976 -2.7981 1.8507
H -2.4582 -3.8198 2.0723
H -1.5460 -2.8535 0.8968
H -2.9904 -2.1857 1.6512
C -1.2088 2.2861 -0.3103
C -2.4197 1.6936 -0.2042
C -2.8171 0.3128 -0.6956
C -1.9728 -0.1618 -1.8923
C -0.5929 -0.6895 -1.6599
C 0.6191 -0.1044 -1.4941
C 1.0076 1.3311 -1.3245
C -0.2485 2.2421 -1.4432
H -3.8794 0.2789 -1.0372
H -1.9588 0.6576 -2.6420
H -2.7529 -0.4352 0.1358
H -0.8373 1.8400 -2.3283
H -0.8446 2.9077 0.5187
H -3.1099 2.1135 0.5356
H 0.1085 3.2753 -1.6542
H 1.4997 1.5008 -0.3416
H 1.4313 -0.7963 -1.2467
H 1.7590 1.6715 -2.0856
H -2.5405 -0.9685 -2.3985
H -0.6173 -1.7830 -1.4973
P -0.6223 1.4997 -4.0731
C -0.8382 3.2864 -4.2242
C -1.9306 0.5925 -4.9467
P 1.7213 -0.6666 -4.1291
C 1.0678 1.0447 -4.5426
C 0.9138 -1.5997 -5.5097
C 3.3307 -0.2997 -4.9761
H 0.0058 3.7986 -3.7397
H -1.7628 3.5844 -3.7071
H -0.8987 3.5816 -5.2739
H -2.0349 0.9794 -5.9650
H -2.8930 0.7397 -4.4330
H -1.7433 -0.4913 -4.9879
H 3.1551 0.0362 -6.0054
H 4.0018 -1.1646 -4.9851
H 3.8114 0.5126 -4.4202
H 1.7894 1.7383 -4.0650
H 1.1527 1.2213 -5.6316
H 1.3859 -2.5850 -5.6109
H 1.0077 -1.0696 -6.4655
H -0.1473 -1.7501 -5.2806
F 4.1766 0.7624 4.5702
C 3.2688 1.7529 4.3690
F 2.3663 1.6763 5.3903
F 3.8900 2.9402 4.4533
S 2.4091 1.5491 2.6919
O 2.8952 2.5043 1.7524
O 2.6944 0.0838 2.3894
O 0.9184 1.5781 2.9639
```

Properties
* calculated total energy: -102872.980 eV
* multiplicity: 1
* E_HOMO: -8.64 eV
* ΔE to the lowest compared entry with this formula, charge and spin: 32.2 kcal/mol
* molar mass: 703.57 g/mol
* Kohn-Sham gap: 0.1795 hartree
* lowest unoccupied orbital energy: -3.75 eV
* net charge: +1

Taken from the Mulliken analysis, the atomic charges in e are: atom 1 (Lu): 1.59, atom 2 (C): 0.19, atom 3 (C): 0.61, atom 4 (C): 0.39, atom 5 (C): 0.72, atom 6 (C): 0.16, atom 7 (C): -1.47, atom 8 (H): 0.25, atom 9 (H): 0.40, atom 10 (H): 0.24, atom 11 (C): -1.05, atom 12 (H): 0.35, atom 13 (H): 0.06, atom 14 (H): 0.34, atom 15 (C): -0.98, atom 16 (H): 0.37, atom 17 (H): 0.14, atom 18 (H): 0.27, atom 19 (C): -1.42, atom 20 (H): 0.36, atom 21 (H): 0.39, atom 22 (H): 0.31, atom 23 (C): -1.23, atom 24 (H): 0.34, atom 25 (H): 0.15, atom 26 (H): 0.40, atom 27 (C): -0.71, atom 28 (C): -0.83, atom 29 (C): -0.01, atom 30 (C): -0.51, atom 31 (C): 0.37, atom 32 (C): -1.08, atom 33 (C): 0.33, atom 34 (C): 0.75, atom 35 (H): 0.47, atom 36 (H): -0.77, atom 37 (H): -0.47, atom 38 (H): -1.47, atom 39 (H): 0.41, atom 40 (H): 0.44, atom 41 (H): 0.57, atom 42 (H): -0.37, atom 43 (H): 0.56, atom 44 (H): 0.31, atom 45 (H): 0.66, atom 46 (H): 0.56, atom 47 (P): 1.05, atom 48 (C): -1.41, atom 49 (C): -1.31, atom 50 (P): 0.39, atom 51 (C): -1.51, atom 52 (C): -1.17, atom 53 (C): -1.20, atom 54 (H): 0.36, atom 55 (H): 0.37, atom 56 (H): 0.45, atom 57 (H): 0.45, atom 58 (H): 0.47, atom 59 (H): 0.25, atom 60 (H): 0.37, atom 61 (H): 0.41, atom 62 (H): 0.36, atom 63 (H): 0.63, atom 64 (H): 0.79, atom 65 (H): 0.43, atom 66 (H): 0.35, atom 67 (H): 0.29, atom 68 (F): -0.19, atom 69 (C): 0.60, atom 70 (F): -0.22, atom 71 (F): -0.18, atom 72 (S): 0.97, atom 73 (O): -0.48, atom 74 (O): -0.80, atom 75 (O): -0.62

=====

(3)
Density functional theory data (ωB97M-V/def2-TZVPD) for a molecular structure, C24H41F3LuP2 in a non-equilibrium geometry.

XYZ file:
```
71
Properties=species:S:1:pos:R:3
Lu 1.7274 -0.5446 0.8588
C 0.2438 -0.5136 2.8841
C 0.2999 -1.8794 2.4479
C 2.4203 -1.2690 3.1553
C 1.5493 -0.1514 3.3470
C 1.6511 -2.3361 2.5904
C -0.9549 0.3594 2.9767
H -1.8631 -0.1598 2.6464
H -0.8499 1.2725 2.3686
H -1.1175 0.6968 4.0126
C 1.9234 1.1607 3.9292
H 1.0828 1.5931 4.4878
H 2.2047 1.8867 3.1487
H 2.7814 1.0552 4.6051
C 3.8681 -1.2857 3.4831
H 4.0247 -1.0606 4.5480
H 4.4288 -0.5312 2.9077
H 4.3055 -2.2680 3.2717
C 2.1560 -3.6965 2.2600
H 2.0229 -4.3753 3.1176
H 3.2276 -3.6850 2.0181
H 1.6181 -4.1397 1.4114
C -0.8378 -2.7206 1.9882
H -0.7971 -3.7100 2.4660
H -0.8263 -2.8895 0.8985
H -1.7974 -2.2559 2.2457
C -4.1251 2.5099 -0.4520
C -4.7164 2.5633 -1.6517
C -4.2164 1.8602 -2.8885
C -2.6832 1.9292 -3.0916
C -1.8977 0.6305 -2.7212
C -2.5210 -0.2819 -1.7678
C -3.2039 0.1151 -0.5607
C -2.9758 1.6009 -0.1218
H -4.6867 2.3585 -3.7530
H -2.2798 2.8036 -2.5704
H -4.5404 0.8094 -2.9202
H -2.0382 1.9645 -0.5688
H -4.4565 3.1503 0.3725
H -5.6221 3.1597 -1.8062
H -2.8063 1.6170 0.9654
H -4.2866 -0.0886 -0.6594
H -2.5039 -1.3421 -2.0202
H -2.8713 -0.5394 0.2736
H -2.4937 2.1226 -4.1620
H -1.7358 0.0750 -3.6654
P -0.1351 0.9375 -2.1819
C 0.1339 2.6656 -1.7301
C 0.9202 0.6240 -3.6037
P 0.9703 -1.8700 -0.9328
C 0.4049 0.0034 -0.8100
C 0.3685 -2.6070 -2.4519
C 2.7999 -1.5601 -1.1576
H 0.9072 2.7549 -0.9494
H -0.7760 3.1601 -1.3742
H 0.4875 3.1792 -2.6352
H 1.3681 1.5796 -3.9058
H 0.3152 0.2465 -4.4374
H 1.7222 -0.0927 -3.3941
H 2.9521 -1.3871 -2.2310
H 3.3238 -2.4822 -0.8575
H 3.2804 -0.6889 -0.6138
H -0.3014 0.0701 0.0652
H 1.3415 0.6851 -0.6235
H 0.2559 -3.6895 -2.2655
H 1.0842 -2.4793 -3.2771
H -0.6108 -2.2127 -2.7558
F 3.5408 1.8667 -0.8064
C 3.1229 1.5289 0.4796
F 4.2801 1.5345 1.2356
F 2.4126 2.6631 0.9095
```

Properties
* calculated total energy: -85892.263 eV
* multiplicity: 1
* E_HOMO (alpha / beta): -10.46 / -7.62 eV
* ΔE to the lowest compared entry with this formula, charge and spin: 36.0 kcal/mol
* molar mass: 623.50 g/mol
* Kohn-Sham gap (alpha / beta): 0.2884 / 0.1609 hartree
* lowest unoccupied orbital energy (alpha / beta): -2.61 / -3.24 eV
* net charge: +1

Taken from the Mulliken analysis, the atomic charges in e are: atom 1 (Lu): 0.44, atom 2 (C): 0.60, atom 3 (C): 0.97, atom 4 (C): 0.32, atom 5 (C): 0.39, atom 6 (C): 0.47, atom 7 (C): -1.42, atom 8 (H): 0.36, atom 9 (H): 0.16, atom 10 (H): 0.45, atom 11 (C): -1.31, atom 12 (H): 0.35, atom 13 (H): 0.11, atom 14 (H): 0.38, atom 15 (C): -1.57, atom 16 (H): 0.40, atom 17 (H): 0.24, atom 18 (H): 0.36, atom 19 (C): -1.68, atom 20 (H): 0.31, atom 21 (H): 0.41, atom 22 (H): 0.37, atom 23 (C): -1.32, atom 24 (H): 0.40, atom 25 (H): 0.02, atom 26 (H): 0.42, atom 27 (C): -0.65, atom 28 (C): -0.65, atom 29 (C): -1.03, atom 30 (C): -0.98, atom 31 (C): 0.76, atom 32 (C): -1.08, atom 33 (C): -0.79, atom 34 (C): 0.56, atom 35 (H): 0.48, atom 36 (H): 0.21, atom 37 (H): 0.34, atom 38 (H): -0.55, atom 39 (H): 0.45, atom 40 (H): 0.43, atom 41 (H): 0.24, atom 42 (H): 0.61, atom 43 (H): 0.33, atom 44 (H): 0.16, atom 45 (H): 0.57, atom 46 (H): 0.94, atom 47 (P): 1.24, atom 48 (C): -1.59, atom 49 (C): -1.21, atom 50 (P): 0.28, atom 51 (C): 1.24, atom 52 (C): -0.96, atom 53 (C): -1.39, atom 54 (H): 0.21, atom 55 (H): 0.50, atom 56 (H): 0.57, atom 57 (H): 0.48, atom 58 (H): 0.37, atom 59 (H): 0.25, atom 60 (H): 0.57, atom 61 (H): 0.46, atom 62 (H): 0.47, atom 63 (H): -0.40, atom 64 (H): -0.92, atom 65 (H): 0.40, atom 66 (H): 0.38, atom 67 (H): 0.27, atom 68 (F): -0.26, atom 69 (C): -0.37, atom 70 (F): -0.33, atom 71 (F): -0.25